Below is a structure of composition C29H53N4P3RuS2, with properties calculated with ωB97M-V with the def2-TZVPD basis set.

Output
DFT total energy, a.u.: -3271.06419
Energy above the lowest of the compared OMol25 structures with the same formula, charge and spin, kJ/mol: 0.00
HOMO-LUMO gap (spin up / spin down), eV: 7.19 / 6.49
Strongest force on any atom, eV Å⁻¹: 0.70
HOMO energy (spin up / spin down), eV: -9.907 / -9.902

```
! wB97M-V def2-TZVPD RIJCOSX def2/J DEFGRID3
* xyz 1 2
Ru 0.3860 0.3109 -0.0510
C 0.8748 -0.6984 3.2981
P 1.7774 -0.1672 1.8038
C 3.2430 -1.2247 2.0262
C 2.4099 1.4737 2.3225
C 1.2025 2.3795 2.5462
P 0.0199 2.1839 1.1481
C -1.6003 2.4257 1.9295
C 0.2208 3.7498 0.2394
H -0.0297 -0.1170 3.4608
H 1.5273 -0.6128 4.1693
H 0.5700 -1.7367 3.1754
H 3.5946 -1.0656 3.0464
H 4.0446 -0.9886 1.3388
H 2.9702 -2.2731 1.9092
H 3.0375 1.8581 1.5145
H 3.0270 1.3869 3.2188
H 1.4814 3.4293 2.6426
H 0.6840 2.0998 3.4650
H -1.6035 3.3659 2.4836
H -1.8248 1.6018 2.6060
H -2.3789 2.4553 1.1664
H 0.1580 4.5777 0.9471
H -0.5639 3.8729 -0.5039
H 1.1911 3.7766 -0.2570
S -1.3151 -0.7542 1.1072
C -1.5821 -2.0669 -0.0435
C -2.6013 -2.9966 0.1519
C -2.8050 -3.9618 -0.8129
C -1.9999 -3.9705 -1.9433
C -1.0015 -3.0192 -2.0378
N -0.7773 -2.0898 -1.1051
H -3.2170 -2.9469 1.0395
H -3.5909 -4.6960 -0.6909
H -2.1407 -4.6974 -2.7303
H -0.3558 -2.9901 -2.9042
C 3.5401 2.9330 -1.5186
C 4.2797 1.6855 -2.0280
C 5.1013 1.1798 -0.8361
C 5.2580 2.0848 -3.1381
P 2.9784 0.3863 -2.4581
N 1.8070 0.3956 -1.3979
C 2.3238 0.7827 -4.2053
C 0.9982 0.0338 -4.4226
C 3.2758 0.3942 -5.3493
C 2.0422 2.2828 -4.3944
C 3.8060 -1.3163 -2.5502
C 5.1916 -1.3483 -3.2043
C 2.8775 -2.3138 -3.2500
C 3.9521 -1.8577 -1.1267
H 4.2693 3.6012 -1.0533
H 2.7993 2.6516 -0.7687
H 3.0441 3.4937 -2.3051
H 5.7724 1.9797 -0.5139
H 5.7202 0.3195 -1.0814
H 4.4530 0.9287 0.0033
H 5.9460 2.8317 -2.7332
H 4.7716 2.5363 -3.9985
H 5.8586 1.2470 -3.4869
H 1.1429 -1.0299 -4.5741
H 0.5268 0.4271 -5.3276
H 0.3139 0.1528 -3.5885
H 3.4337 -0.6770 -5.4323
H 4.2459 0.8808 -5.2775
H 2.8188 0.7221 -6.2867
H 1.4004 2.7131 -3.6301
H 1.5330 2.4020 -5.3542
H 2.9512 2.8771 -4.4440
H 5.2149 -0.9524 -4.2154
H 5.5148 -2.3914 -3.2532
H 5.9332 -0.8150 -2.6107
H 2.8049 -2.1750 -4.3245
H 1.8861 -2.2750 -2.8077
H 3.2795 -3.3163 -3.0856
H 4.7226 -1.3376 -0.5657
H 4.2538 -2.9059 -1.1864
H 3.0042 -1.8041 -0.5923
N -3.4211 3.4185 -5.3152
C -3.8769 3.1069 -4.0906
S -5.3696 3.4936 -3.5421
C -2.8885 2.4057 -3.2156
C -1.5482 2.7715 -3.1984
C -0.6892 2.1221 -2.3316
N -1.0761 1.1392 -1.5237
C -2.3690 0.7818 -1.5413
C -3.2974 1.3891 -2.3600
H -4.0469 3.8784 -5.9563
H -2.5691 3.0229 -5.6748
H -1.1761 3.5781 -3.8163
H 0.3559 2.3766 -2.2494
H -2.6553 -0.0080 -0.8610
H -4.3356 1.0907 -2.3331
*
```

Atom charges from the Mulliken analysis, given in e for atoms 1 to 5: atom 1 (Ru): 0.165, atom 2 (C): -1.613, atom 3 (P): 1.641, atom 4 (C): -1.507, atom 5 (C): -0.897



Below is a structure of composition C29H54BN6O3PS3Se2TcTe in a non-equilibrium geometry, with properties calculated with ωB97M-V with the def2-TZVPD basis set.

Output
DFT total energy, a.u.: -8403.92181
HOMO-LUMO gap (spin up / spin down), eV: 7.11 / 5.97
Strongest force on any atom, eV Å⁻¹: 1.26
HOMO energy (spin up / spin down), eV: -12.893 / -12.753

```
! wB97M-V def2-TZVPD RIJCOSX def2/J DEFGRID3
* xyz 2 4
Tc -0.1679 -0.0778 -0.5439
C -1.7966 5.2808 -0.0567
C -2.2135 4.3172 1.0564
C -3.1600 3.2430 0.5286
C -2.9232 5.1029 2.1568
N -0.9845 3.6791 1.6191
C -0.5608 3.8610 2.9177
C 0.6303 3.2461 3.0482
N 0.9565 2.6885 1.8357
B 2.3834 2.1401 1.6305
N 2.8780 2.2351 0.1602
C 3.5756 3.3394 -0.2553
C 4.1400 3.0557 -1.4481
N 3.7826 1.7700 -1.7839
C 2.9863 1.2944 -0.7934
S 2.2264 -0.2742 -0.7238
C 4.3371 1.0422 -2.9731
C 3.2045 0.4465 -3.8111
C 5.2737 -0.0521 -2.4566
C 5.1228 2.0262 -3.8361
N 2.5646 0.6936 2.1491
C 3.8101 0.2692 2.5408
C 3.6972 -0.9980 2.9855
N 2.3766 -1.3673 2.8598
C 1.6988 -0.3162 2.3380
S 0.0014 -0.1738 1.9327
C 1.8409 -2.6872 3.3157
C 1.1884 -3.3997 2.1297
C 0.8934 -2.4140 4.4875
C 2.9819 -3.5624 3.8272
C -0.0508 2.9309 0.9791
S -0.1063 2.3064 -0.6492
H -2.6819 5.7716 -0.4597
H -1.2903 4.7618 -0.8686
H -1.1313 6.0505 0.3369
H -4.1235 3.6984 0.3004
H -3.3076 2.4585 1.2752
H -2.7646 2.8048 -0.3823
H -3.8098 5.5635 1.7256
H -2.2963 5.9039 2.5483
H -3.2486 4.4562 2.9724
H -1.1202 4.4087 3.6504
H 1.2835 3.1816 3.9002
H 3.1102 2.8336 2.2757
H 3.6378 4.2336 0.3389
H 4.7720 3.6741 -2.0548
H 2.8427 -0.4849 -3.3899
H 3.5666 0.2430 -4.8180
H 2.3763 1.1527 -3.8817
H 4.7402 -0.7567 -1.8194
H 6.0980 0.3808 -1.8885
H 5.6903 -0.6002 -3.3009
H 4.4904 2.8428 -4.1876
H 5.4982 1.4957 -4.7084
H 5.9849 2.4323 -3.3074
H 4.6769 0.9022 2.4696
H 4.4541 -1.6498 3.3768
H 0.4882 -2.7636 1.6013
H 0.6511 -4.2788 2.4848
H 1.9527 -3.7179 1.4182
H 0.1015 -1.7189 4.2227
H 1.4568 -1.9841 5.3171
H 0.4418 -3.3458 4.8256
H 3.7299 -3.7546 3.0576
H 2.5615 -4.5201 4.1285
H 3.4593 -3.1232 4.7035
C -0.6581 1.1763 -4.0789
Se -0.1476 -0.4144 -3.0789
C -1.7596 -1.4644 -3.4119
C -3.0458 -0.7258 -3.1087
Se -2.9016 0.4724 -1.5667
C -4.8111 0.7874 -1.3818
H -0.8621 0.8787 -5.1048
H 0.1807 1.8669 -4.0511
H -1.5262 1.6435 -3.6222
H -1.6428 -2.3427 -2.7826
H -1.7274 -1.7768 -4.4552
H -3.8424 -1.4327 -2.8809
H -3.3539 -0.1033 -3.9475
H -5.3245 -0.1605 -1.5180
H -5.1146 1.4991 -2.1442
H -5.0149 1.1886 -0.3935
C -5.6587 -2.6316 0.6712
C -4.6071 -3.4212 -0.0896
O -3.4563 -2.6205 -0.4950
P -2.0966 -2.7228 0.3569
O -1.0193 -2.0213 -0.4525
Te -2.4391 -2.1088 2.6396
O -1.7858 -4.2682 0.4133
C -1.7129 -5.1073 -0.7674
C -2.0287 -6.5310 -0.3703
H -6.3563 -3.3339 1.1267
H -6.2187 -1.9664 0.0178
H -5.2103 -2.0400 1.4671
H -5.0296 -3.8139 -1.0146
H -4.2615 -4.2632 0.5137
H -0.7038 -5.0294 -1.1743
H -2.4231 -4.7451 -1.5148
H -1.3818 -6.8477 0.4461
H -1.8703 -7.1877 -1.2247
H -3.0660 -6.6295 -0.0517
*
```

Atom charges from the Mulliken analysis, given in e for atoms 1 to 5: atom 1 (Tc): 2.915, atom 2 (C): -1.591, atom 3 (C): 1.281, atom 4 (C): -1.215, atom 5 (C): -2.210



Below is a structure of composition C29H55ClN2O2Si4Tl in a non-equilibrium geometry, with properties calculated with ωB97M-V with the def2-TZVPD basis set.

Output
DFT total energy, a.u.: -3188.58087
Energy above the lowest of the compared OMol25 structures with the same formula, charge and spin, kJ/mol: 276.72
HOMO-LUMO gap (spin up / spin down), eV: 2.88 / 2.29
Strongest force on any atom, eV Å⁻¹: 4.20
HOMO energy (spin up / spin down), eV: -0.629 / -0.033

```
! wB97M-V def2-TZVPD RIJCOSX def2/J DEFGRID3
* xyz -1 1
Tl 0.8162 -0.4096 -1.8362
Cl 0.2155 1.2351 0.0197
N 2.5292 -0.8948 -0.5640
N -1.1640 0.0372 -2.6685
C 3.4815 -0.0481 -0.3843
C -1.3261 1.0120 -3.4930
C 2.6005 -2.0899 0.2911
C 3.6311 -1.6047 1.2459
C 3.0606 -3.1984 -0.6121
C 1.2717 -2.3992 0.9152
H 3.7357 -2.8258 -1.4082
H 2.2170 -3.7090 -1.0993
H 3.6119 -3.9191 -0.0005
H 1.0255 -1.6636 1.7097
H 1.3097 -3.3922 1.3721
H 0.4360 -2.4105 0.1905
C -2.3765 -0.7542 -2.4062
C -3.1872 -0.2696 -3.5532
C -2.9078 -0.3413 -1.0787
C -2.0680 -2.2342 -2.4484
H -1.5287 -2.5183 -3.3707
H -3.0279 -2.7687 -2.4188
H -1.4673 -2.5724 -1.5857
H -3.0526 0.7535 -1.0169
H -2.2367 -0.6245 -0.2356
H -3.8698 -0.8329 -0.9093
O -2.5241 1.0141 -4.0182
H -4.2059 -0.0007 -3.2906
H -3.1515 -0.9411 -4.4191
O 4.3032 -0.4265 0.5643
H 4.4158 -2.3278 1.4531
H 3.2087 -1.1898 2.1723
C 3.6977 1.2256 -1.0984
C -0.3657 2.0855 -3.8406
C 1.0715 1.6102 -3.8084
H -0.5320 2.8985 -3.1090
H -0.6668 2.4459 -4.8190
C 1.7447 1.6788 -2.5817
C 3.0580 1.2012 -2.4740
H 1.3208 2.2903 -1.7634
C 3.6950 0.6769 -3.5718
C 3.0072 0.6234 -4.7810
C 5.0552 0.0430 -3.4603
C 1.6999 1.0823 -4.9105
H 3.4899 0.1654 -5.6407
C 0.9593 0.8618 -6.2032
H 1.6431 0.4933 -6.9842
H 0.4892 1.7818 -6.5827
H 0.1679 0.1006 -6.0812
H 5.7892 0.7074 -2.9800
H 5.4452 -0.2187 -4.4566
H 5.0143 -0.8939 -2.8744
H 4.7743 1.3712 -1.1327
H 3.2643 2.0284 -0.4710
C -2.2352 -2.9464 1.4747
Si -1.4919 -1.7246 2.6819
C -2.8231 -1.3966 3.9710
C -0.2507 -2.6008 3.8156
Si -0.8950 0.1777 1.8058
Si -2.7982 1.5104 1.7511
C -3.1258 2.1040 3.5035
C -2.6902 3.1101 0.7697
C -4.4736 0.7200 1.3355
Si 0.4636 1.3606 3.2794
C -0.1976 1.1828 5.0256
C 2.2153 0.7359 3.4636
C 0.6391 3.1753 2.8442
H -2.5971 -3.8035 2.0594
H -1.4973 -3.3147 0.7585
H -3.0829 -2.5047 0.9417
H -3.0868 -2.3737 4.3908
H -2.4218 -0.7682 4.7684
H -3.7219 -0.9519 3.5448
H -0.8031 -3.4174 4.2978
H 0.1015 -1.9160 4.5908
H 0.6210 -3.0500 3.3371
H -2.3441 2.7992 3.8104
H -4.0776 2.6415 3.4851
H -3.2161 1.2642 4.1936
H -2.5930 2.9128 -0.3001
H -3.6252 3.6662 0.9476
H -1.8491 3.7213 1.1097
H -5.2393 1.3002 1.8667
H -4.5315 -0.3206 1.6616
H -4.7416 0.7910 0.2772
H -0.2115 0.1324 5.3199
H 0.4960 1.7218 5.6805
H -1.1903 1.6089 5.1569
H 2.7563 0.8841 2.5272
H 2.7011 1.3286 4.2509
H 2.1746 -0.3086 3.7822
H 1.1347 3.2972 1.8769
H -0.3421 3.6535 2.8284
H 1.2528 3.6542 3.6226
*
```

Atom charges from the Mulliken analysis, given in e for atoms 1 to 5: atom 1 (Tl): 0.154, atom 2 (Cl): -0.130, atom 3 (N): -0.189, atom 4 (N): -0.043, atom 5 (C): 0.905



Below is a structure of composition C29H56AsAuN4O5Si2Te in a non-equilibrium geometry, with properties calculated with ωB97M-V with the def2-TZVPD basis set.

Output
DFT total energy, a.u.: -4951.87192
Energy above the lowest of the compared OMol25 structures with the same formula, charge and spin, kJ/mol: 84.40
HOMO-LUMO gap (spin up / spin down), eV: 8.76 / 4.55
Strongest force on any atom, eV Å⁻¹: 1.13
HOMO energy (spin up / spin down), eV: -13.584 / -13.585

```
! wB97M-V def2-TZVPD RIJCOSX def2/J DEFGRID3
* xyz 2 3
Au -0.0433 -0.1858 0.1156
C 4.6816 -1.5952 2.2973
C 5.0247 -1.8936 0.8390
C 4.3528 -0.9201 -0.1476
C 4.7949 -1.2406 -1.5964
C 4.1685 -0.3286 -2.6493
C 4.8490 0.4758 0.1681
O 6.0131 0.7688 0.1576
N 3.8824 1.4198 0.4738
C 2.5248 1.2429 0.4710
O 1.7795 2.1446 0.7735
N 2.0301 -0.0288 0.1226
C 2.8484 -1.0902 -0.0637
O 2.3923 -2.2426 -0.1915
H 5.1226 -2.3447 2.9529
H 3.5990 -1.6002 2.4694
H 5.0702 -0.6221 2.6040
H 4.7145 -2.9049 0.5750
H 6.1013 -1.8120 0.6934
H 4.5502 -2.2811 -1.8060
H 5.8793 -1.1342 -1.6178
H 3.0759 -0.3867 -2.6381
H 4.5065 -0.6198 -3.6425
H 4.4601 0.7131 -2.4962
H 4.2101 2.3404 0.7362
C 0.6484 7.6661 -1.6340
C 1.0722 6.2534 -2.0143
N 0.1823 5.6270 -2.9929
C 0.1409 6.2025 -4.3464
C -1.1512 6.9566 -4.6305
C -0.5628 4.5342 -2.7739
O -1.1808 3.9349 -3.6485
C -0.6767 3.9727 -1.3777
C -1.1180 4.6714 -0.2627
C -1.3596 3.9888 0.9243
C -1.1667 2.6230 0.9615
N -0.7486 1.9755 -0.1240
C -0.5052 2.6066 -1.2625
H 1.3225 8.0601 -0.8730
H -0.3685 7.6852 -1.2359
H 0.6867 8.3349 -2.4939
H 1.1315 5.6219 -1.1310
H 2.0718 6.2881 -2.4531
H 0.2337 5.3822 -5.0563
H 1.0025 6.8600 -4.4507
H -2.0060 6.2865 -4.5529
H -1.1208 7.3534 -5.6455
H -1.2858 7.7912 -3.9415
H -1.2881 5.7393 -0.3183
H -1.7055 4.5096 1.8058
H -1.3586 2.0402 1.8524
H -0.1754 2.0245 -2.1144
C -4.6567 -1.5138 -0.6613
As -3.0118 -0.7486 -1.2811
C -3.4319 0.8247 -2.2860
C -2.0888 -1.9859 -2.4340
O -2.1050 -0.3922 0.1105
H -4.9709 -2.3083 -1.3350
H -5.4244 -0.7433 -0.6376
H -4.5092 -1.9109 0.3400
H -4.1758 0.5535 -3.0354
H -2.5535 1.2321 -2.7831
H -3.8474 1.5705 -1.6105
H -2.7580 -2.7929 -2.7240
H -1.2262 -2.3943 -1.9098
H -1.7566 -1.4576 -3.3253
C -1.9027 -1.9347 3.5902
Si -2.1976 -3.6989 3.0467
C -3.9757 -4.2438 3.0901
C -1.0686 -4.9316 3.8760
C -1.7007 -3.6969 1.1745
Te 0.3224 -3.0937 1.0298
C 0.8639 -4.7993 -0.1211
Si 2.6150 -5.5403 0.2112
C 3.1845 -4.9692 1.8997
C 3.7336 -5.1169 -1.2158
C 2.3500 -7.3865 0.2737
H -2.3471 -1.7271 4.5657
H -2.3290 -1.2322 2.8674
H -0.8315 -1.7225 3.6733
H -4.2622 -4.4936 4.1156
H -4.1283 -5.1356 2.4788
H -4.6601 -3.4667 2.7415
H -1.2199 -4.9439 4.9577
H -0.0117 -4.7100 3.6947
H -1.2701 -5.9414 3.5087
H -2.3411 -2.9756 0.6642
H -1.8259 -4.6814 0.7257
H 0.7608 -4.4928 -1.1658
H 0.0930 -5.5324 0.1123
H 3.1151 -3.8828 2.0063
H 4.2238 -5.2517 2.0830
H 2.5771 -5.4288 2.6853
H 3.5057 -4.1328 -1.6249
H 3.6188 -5.8573 -2.0104
H 4.7833 -5.1252 -0.9117
H 1.6563 -7.6752 1.0668
H 3.3061 -7.8813 0.4653
H 1.9639 -7.7614 -0.6776
*
```

Atom charges from the Mulliken analysis, given in e for atoms 1 to 5: atom 1 (Au): 0.671, atom 2 (C): -1.278, atom 3 (C): -1.024, atom 4 (C): 2.728, atom 5 (C): -1.157



Below is a structure of composition C29H56CsN7O4PSi in a non-equilibrium geometry, with properties calculated with ωB97M-V with the def2-TZVPD basis set.

Output
DFT total energy, a.u.: -2474.00802
HOMO-LUMO gap, eV: 3.72
Strongest force on any atom, eV Å⁻¹: 3.16
HOMO energy, eV: -2.134

```
! wB97M-V def2-TZVPD RIJCOSX def2/J DEFGRID3
* xyz -1 1
Cs -2.8615 -1.3591 -0.0758
C -3.4545 0.3368 -3.9487
C -4.5886 1.1905 -3.7052
C -5.5844 0.4766 -2.9792
C -5.1473 -0.8378 -2.9418
C -3.7966 -0.9498 -3.5539
C -3.0501 -2.1974 -3.8730
C -5.8174 -1.9387 -2.1554
C -6.9303 0.9499 -2.5022
C -4.7121 2.6192 -4.0489
C -2.2282 0.7977 -4.6175
H -3.6267 -3.0134 -3.4473
H -2.0530 -2.3492 -3.4459
H -3.0165 -2.3408 -4.9619
H -5.6632 -1.8623 -1.0383
H -5.4834 -2.9201 -2.4957
H -6.8993 -1.9360 -2.3748
H -7.1218 2.0410 -2.7706
H -7.0750 0.8882 -1.4331
H -7.7559 0.3728 -2.9840
H -4.2920 2.7544 -5.0775
H -4.1062 3.2591 -3.4068
H -5.7320 2.9512 -3.9613
H -1.3020 0.5427 -4.0312
H -2.1387 1.8818 -4.7694
H -2.1263 0.2541 -5.5852
C 2.1848 -0.7103 -0.7101
C 3.3660 0.1678 -1.0528
C 4.2895 -0.2029 -2.0397
C 5.3647 0.6875 -2.3443
C 5.4766 1.8382 -1.6476
C 4.4606 2.2070 -0.7224
N 3.4823 1.3142 -0.4273
N 4.4224 3.4456 -0.1510
Si 5.9373 4.4257 0.1460
C 7.0426 3.3081 1.1431
C 5.3153 5.9292 0.9871
C 6.6235 4.7309 -1.6079
H 2.3982 -1.7735 -0.9209
H 1.3391 -0.3651 -1.2830
H 1.9185 -0.5461 0.3422
H 4.1455 -1.0948 -2.6559
H 6.1563 0.4330 -3.0974
H 6.2867 2.4900 -1.8965
H 6.5042 2.7018 1.8606
H 7.8129 3.8353 1.6703
H 7.6094 2.5905 0.4870
H 5.5881 5.9066 2.0436
H 4.1662 6.0611 0.9796
H 5.7865 6.9109 0.6439
H 7.5865 4.2218 -1.7162
H 6.7696 5.8435 -1.6028
H 5.8744 4.5533 -2.3990
N -0.0109 -1.8779 4.4322
C -0.9328 -2.5088 5.4154
C -2.3005 -2.7101 4.8577
C -2.2890 -3.6958 3.6320
C -3.6229 -3.7909 2.7947
N -3.3700 -3.7165 1.3990
H 0.7617 -1.4590 4.9269
H 0.3925 -2.5986 3.8138
H -1.0344 -1.8212 6.2756
H -0.4293 -3.4095 5.7507
H -2.7047 -1.7787 4.4548
H -2.9500 -3.0690 5.6655
H -1.9714 -4.6678 4.0000
H -1.4385 -3.3914 2.9369
H -4.3782 -3.0715 3.1337
H -4.1444 -4.7601 2.9988
H -4.0318 -4.2831 0.8641
H -2.3717 -4.0200 1.1114
N 0.1008 1.5829 4.2720
C 0.8231 1.4646 3.0011
P -0.5785 1.7343 1.6910
O -1.5036 2.8018 2.2302
O -1.0616 0.3550 1.4159
C 0.3645 2.5026 0.1731
N 0.6423 3.9276 0.3497
H -0.7449 2.0693 4.0893
H 0.7146 2.0220 4.9608
H -0.4571 -1.1909 3.8137
H 1.2845 0.4471 2.8434
H 1.6601 2.2009 2.8417
H -0.2014 2.2447 -0.7407
H 1.3388 1.9649 0.1310
H -0.0111 4.3456 0.9883
H 0.4640 4.3284 -0.5912
H 3.6209 3.6069 0.4529
O -0.8874 -3.4717 -1.6124
C -0.1910 -3.7729 -0.6404
C 1.0364 -4.6973 -0.7201
C 1.5869 -4.8385 0.6990
C 0.5332 -4.0489 1.4624
O 0.7723 -3.8751 2.6912
N -0.4352 -3.4973 0.7037
H 1.7032 -4.1948 -1.4635
H 0.7015 -5.6402 -1.1974
H 2.5559 -4.3569 0.8445
H 1.6501 -5.9049 1.0039
*
```

Atom charges from the Mulliken analysis, given in e for atoms 1 to 5: atom 1 (Cs): 1.116, atom 2 (C): 0.429, atom 3 (C): 0.481, atom 4 (C): 0.158, atom 5 (C): 0.386